(1)
Entry from the OMol25 dataset: a 2-piece molecular cluster, C6H11N3O overall at a distorted geometry (wB97M-V/def2-TZVPD).

CARTESIAN COORDINATES (ANGSTROEM)
C  -0.1486  0.7769  0.1552
C  -2.4765  0.3513  0.6190
C  2.9152  -0.3117  0.3938
C  2.8428  -1.4526  0.9031
C  3.3860  0.7389  -0.3767
C  -4.0031  -0.2150  -1.1111
N  -2.6462  -0.0047  -0.6073
N  -1.1892  0.6500  0.9426
N  4.6581  0.6780  -0.7685
O  2.5695  -2.4583  1.5693
H  0.6804  1.2495  0.5478
H  -3.2045  0.3346  1.4428
H  -1.9610  0.1611  -1.4190
H  2.9582  1.6840  -0.5855
H  -4.2828  0.3134  -1.9586
H  -4.2750  -1.2561  -1.4062
H  -4.7682  0.0259  -0.2980
H  -1.3123  0.9000  1.9588
H  5.1901  1.2881  -1.3353
H  5.1409  -0.2217  -0.7520
H  3.0656  -3.2775  1.5589

Summary:
Net charge: +2
Gap between HOMO and LUMO (eV): 8.1
Relative energy (zero: lowest compared OMol25 entry of this formula, charge and spin) (eV): 4.7320
HOMO energy (Ha): -0.598

---

(2)
Entry from the OMol25 dataset: a 4-piece molecular cluster, C3H12O4S overall at a distorted geometry (wB97M-V/def2-TZVPD).

CARTESIAN COORDINATES (ANGSTROEM)
O  -2.0746  1.7002  -0.0373
C  -1.8288  0.5283  0.0859
C  -0.9872  -0.0402  1.1498
C  -0.0771  1.1241  1.6530
S  1.3426  0.3128  2.4415
H  -2.3297  -0.1478  -0.6302
H  -0.4095  -0.8846  0.7789
H  -1.5806  -0.4290  1.9809
H  0.1833  1.7665  0.7833
H  -0.5143  1.8319  2.3666
H  2.2437  1.2082  2.0574
H  0.0778  -1.0206  -2.6340
H  0.1701  -1.3403  -1.1527
O  -0.1927  -0.6764  -1.7612
H  0.4043  1.0364  -1.6646
H  0.1029  2.5206  -1.7907
O  0.7342  1.9108  -1.3607
H  2.1554  -3.1181  -0.1607
H  0.9908  -3.4731  -1.2504
O  1.5895  -2.8099  -0.8550

Summary:
Net charge: +1
Gap between HOMO and LUMO (spin up / spin down) (eV): 10.2 / 4.8
Relative energy (zero: lowest compared OMol25 entry of this formula, charge and spin) (eV): 0.0000
2S+1: 2
HOMO energy (spin up / spin down) (Ha): -0.510 / -0.503

---

(3)
Entry from the OMol25 dataset: a 2-piece molecular cluster, C3H10NO2 overall at a distorted geometry (wB97M-V/def2-TZVPD).

CARTESIAN COORDINATES (ANGSTROEM)
C  -0.3224  -0.6203  0.5929
C  -1.7202  -0.4378  -0.1275
C  -1.5448  0.3040  -1.4388
O  -0.4090  0.7514  -1.7120
N  0.2106  0.7121  0.9606
H  0.3469  -1.1796  -0.0639
H  -0.4425  -1.1320  1.4824
H  -2.3545  0.0963  0.6350
H  -2.3106  -1.3478  -0.3313
H  -2.2908  0.2118  -2.2699
H  1.0966  0.5469  1.3448
H  -0.3230  1.0088  1.8230
H  0.2960  1.5360  0.2832
H  3.5038  -0.3901  1.6478
H  3.0556  -1.4285  0.5773
O  2.8432  -0.5491  0.9605

Summary:
Net charge: +1
Gap between HOMO and LUMO (eV): 10.9
Relative energy (zero: lowest compared OMol25 entry of this formula, charge and spin) (eV): 1.2614
HOMO energy (Ha): -0.526

---

(4)
Entry from the OMol25 dataset: a single C22H30N4O5S2 molecule at a distorted geometry (wB97M-V/def2-TZVPD).

CARTESIAN COORDINATES (ANGSTROEM)
C  1.9167  1.6542  -0.2867
C  3.3865  2.0325  -0.3944
N  4.2342  1.0432  0.2472
C  5.5580  1.4767  0.6452
C  6.4476  1.8999  -0.5211
S  4.1399  -0.4896  -0.4121
O  3.7210  -0.4521  -1.7887
O  5.3562  -1.1920  -0.1089
C  2.8370  -1.2422  0.5618
C  2.9031  -1.1849  1.9398
C  1.8952  -1.7769  2.6821
C  0.8393  -2.4172  2.0566
C  0.7838  -2.4661  0.6676
N  -0.2767  -3.0506  -0.0328
C  -1.5179  -3.3405  0.4328
O  -1.8339  -3.4647  1.5934
C  -2.5472  -3.5257  -0.6932
N  -2.2357  -2.7659  -1.8830
C  -2.1953  -1.3841  -1.8887
C  -2.2525  -0.6988  -3.1084
C  -2.1000  0.6723  -3.1645
C  -1.8850  1.4041  -2.0052
C  -1.8471  0.7289  -0.8029
S  -1.5159  1.6142  0.7251
O  -0.7064  0.7703  1.5553
O  -1.0343  2.9199  0.3805
N  -2.9592  1.8459  1.5282
C  -3.6169  0.6711  2.0590
C  -4.7266  0.2988  1.0546
C  -4.8734  1.5358  0.1508
C  -3.9608  2.5904  0.7981
C  -2.0080  -0.6371  -0.7236
C  1.7998  -1.8774  -0.0815
H  1.6952  0.8150  -0.9396
H  1.6547  1.3823  0.7321
H  1.2936  2.4960  -0.5776
H  3.6537  2.1405  -1.4535
H  3.5620  2.9839  0.1142
H  6.0133  0.6250  1.1520
H  5.4403  2.2972  1.3603
H  7.4444  2.1376  -0.1586
H  6.0420  2.7737  -1.0256
H  6.5166  1.0800  -1.2320
H  3.7300  -0.6762  2.4070
H  1.9244  -1.7367  3.7599
H  0.0490  -2.8641  2.6364
H  -0.1942  -2.9849  -1.0407
H  -3.5299  -3.2742  -0.2692
H  -2.5603  -4.5863  -0.9576
H  -2.5728  -3.1707  -2.7442
H  -2.4040  -1.2606  -4.0193
H  -2.1409  1.1738  -4.1192
H  -1.7322  2.4701  -2.0192
H  -4.0493  0.9357  3.0285
H  -2.8741  -0.1087  2.2155
H  -4.4471  -0.5761  0.4695
H  -5.6538  0.0725  1.5780
H  -5.9029  1.8846  0.0974
H  -4.5350  1.3143  -0.8616
H  -4.5209  3.2013  1.5122
H  -3.4640  3.2455  0.0854
H  -1.9513  -1.0936  0.2486
H  1.7881  -1.8891  -1.1614

Summary:
Gap between HOMO and LUMO (eV): 9.1
Relative energy (zero: lowest compared OMol25 entry of this formula, charge and spin) (eV): 0.0000
Structure (SMILES): CCN(CC)S(=O)(=O)c1cccc(NC(=O)CNc2cccc(S(=O)(=O)N3CCCC3)c2)c1
HOMO energy (Ha): -0.319

---

(5)
Entry from the OMol25 dataset: a single C20H26ClN3O3 molecule (wB97M-V/def2-TZVPD).

CARTESIAN COORDINATES (ANGSTROEM)
C  -3.2093  -3.8323  1.3320
O  -2.1563  -3.8195  0.4009
C  -2.0832  -2.6711  -0.4070
C  -1.4695  -1.4602  0.3254
N  -1.6354  -0.2188  -0.4016
C  -0.7843  -0.0575  -1.5747
C  0.6836  -0.0598  -1.2381
C  1.2391  0.9753  -0.5239
C  2.6057  0.9620  -0.1865
C  3.2425  1.9852  0.5393
C  4.5786  1.9243  0.8403
C  5.2324  3.0277  1.6125
C  5.3449  0.8067  0.4147
C  6.8040  0.7355  0.7399
C  4.7441  -0.2019  -0.2940
C  3.3755  -0.1520  -0.6114
N  2.8235  -1.1592  -1.3159
C  1.5607  -1.1065  -1.6036
Cl  0.9725  -2.4503  -2.5213
C  -2.0951  0.9325  0.1897
O  -1.7173  2.0371  -0.1597
N  -2.9922  0.7595  1.2346
C  -4.1830  -0.0572  1.0670
C  -5.3252  0.7833  0.4761
O  -5.6050  1.9112  1.2679
C  -4.4617  2.7330  1.3881
C  -3.2963  1.9579  2.0057
H  -3.0864  -3.0744  2.1137
H  -4.1771  -3.6778  0.8382
H  -3.1935  -4.8187  1.7910
H  -3.0797  -2.4112  -0.7977
H  -1.4460  -2.9570  -1.2467
H  -0.3997  -1.6566  0.4720
H  -1.9207  -1.3483  1.3114
H  -1.0142  -0.8588  -2.2791
H  -1.0442  0.9060  -2.0198
H  0.6163  1.8064  -0.2251
H  2.6503  2.8317  0.8578
H  6.0365  3.4779  1.0315
H  5.6655  2.6458  2.5363
H  4.5109  3.8011  1.8619
H  7.3336  1.5868  0.3140
H  6.9582  0.7559  1.8182
H  7.2401  -0.1776  0.3443
H  5.3067  -1.0597  -0.6286
H  -3.9821  -0.8934  0.4028
H  -4.4799  -0.4312  2.0531
H  -6.2472  0.2002  0.4352
H  -5.0465  1.0987  -0.5426
H  -4.7524  3.5707  2.0232
H  -4.1592  3.1077  0.3999
H  -2.4063  2.5855  2.0359
H  -3.5603  1.6359  3.0177

Summary:
Gap between HOMO and LUMO (eV): 8.9
Relative energy (zero: lowest compared OMol25 entry of this formula, charge and spin) (eV): 2.2327
Structure (SMILES): COCCN(Cc1cc2cc(C)c(C)cc2nc1Cl)C(=O)N1CCOCC1
HOMO energy (Ha): -0.317

---

(6)
Entry from the OMol25 dataset: C3HO3Sn as an isolated structure at a distorted geometry (wB97M-V/def2-TZVPD).

CARTESIAN COORDINATES (ANGSTROEM)
C  0.5534  0.8106  1.0257
C  -0.0124  0.5765  -0.0169
O  1.0529  1.1734  2.1811
H  1.9935  1.3812  2.1105
O  -1.1467  0.7118  -0.9387
C  -1.4662  -0.4230  -1.6665
O  -1.1673  -1.4841  -1.1115
Sn  0.1927  -2.7464  -1.5838

Summary:
Gap between HOMO and LUMO (spin up / spin down) (eV): 5.8 / 7.7
Relative energy (zero: lowest compared OMol25 entry of this formula, charge and spin) (eV): 0.0000
2S+1: 2
HOMO energy (spin up / spin down) (Ha): -0.258 / -0.321